Record 1
95
Properties=species:S:1:pos:R:3:lowdin_charge:R:1 method="wB97M-V/def2-TZVPD" energy_ev=-171768.700 homo_ev=-1.11 de_lowest_kcal_mol=0.00 e_lumo_ev=3.37 charge=-2 gap_ha=0.1646
Cs 1.917 -0.992 0.668 1.292
C -5.410 1.235 2.569 -0.079
C -3.933 0.934 2.634 -0.297
C -3.021 1.817 3.202 -0.068
C -1.678 1.520 3.218 -0.041
C -1.120 0.328 2.678 -0.274
N 0.243 0.186 2.697 -0.048
C 0.869 0.497 3.879 -0.244
C 0.223 0.084 5.087 -0.036
C 0.729 0.277 6.347 -0.071
C 1.959 0.908 6.522 -0.302
C 2.564 1.118 7.886 -0.081
C 2.616 1.309 5.373 -0.022
C 2.140 1.132 4.066 -0.045
C 3.020 1.725 2.919 -0.439
O 2.775 1.326 1.678 -0.389
C 2.877 3.284 2.972 -0.522
F 3.633 3.895 2.035 0.129
F 3.209 3.875 4.149 0.114
F 1.600 3.633 2.727 0.139
C 4.550 1.379 3.168 -0.516
F 5.294 1.655 2.077 0.113
F 5.202 2.007 4.188 0.095
F 4.698 0.054 3.392 0.122
C -2.064 -0.570 2.084 -0.042
C -3.421 -0.238 2.098 -0.006
C -1.627 -1.933 1.502 -0.367
O -0.547 -1.907 0.695 -0.392
C -1.324 -2.894 2.699 -0.528
F -2.304 -2.911 3.631 0.131
F -0.196 -2.553 3.326 0.151
F -1.165 -4.183 2.305 0.124
C -2.759 -2.627 0.660 -0.529
F -3.831 -3.079 1.360 0.118
F -3.231 -1.795 -0.291 0.139
F -2.290 -3.700 -0.004 0.129
H -5.669 2.055 3.242 0.060
H -6.007 0.366 2.857 0.066
H -5.723 1.525 1.561 0.069
H -3.365 2.756 3.628 0.099
H -0.982 2.227 3.655 0.116
H -0.726 -0.426 4.978 0.107
H 0.168 -0.075 7.209 0.100
H 1.800 1.374 8.626 0.062
H 3.295 1.929 7.866 0.065
H 3.080 0.222 8.249 0.065
H 3.556 1.822 5.513 0.101
H -4.145 -0.922 1.679 0.103
C -0.152 2.394 0.359 -0.061
O -0.358 1.166 -0.345 -0.119
C -0.845 1.221 -1.595 -0.225
C -1.196 2.381 -2.261 -0.050
C -1.641 2.289 -3.580 -0.680
Br -2.095 3.899 -4.499 0.675
C -1.748 1.094 -4.236 -0.101
C -1.399 -0.085 -3.559 -0.074
C -0.944 -0.033 -2.243 -0.200
O -0.550 -1.144 -1.622 -0.027
C -1.508 -1.355 -4.281 -0.257
N -1.789 -1.473 -5.562 0.166
C -1.768 -2.830 -5.805 -0.242
C -1.977 -3.535 -6.989 -0.038
C -1.891 -4.916 -6.953 -0.127
C -1.605 -5.600 -5.762 -0.125
C -1.394 -4.919 -4.575 -0.027
C -1.478 -3.533 -4.618 -0.188
N -1.324 -2.560 -3.667 0.193
H 0.450 3.081 -0.240 0.077
H 0.391 2.112 1.256 0.059
H -1.119 2.842 0.603 0.106
H -1.104 3.341 -1.778 0.104
H -2.087 1.028 -5.259 0.101
H -0.575 -1.170 -0.558 0.037
H -2.203 -3.005 -7.906 0.100
H -2.051 -5.486 -7.860 0.085
H -1.550 -6.681 -5.771 0.087
H -1.180 -5.442 -3.651 0.107
H -1.087 -2.627 -2.683 0.148
C 4.147 1.441 -1.389 -0.225
S 2.451 1.900 -1.758 0.900
O 2.472 3.325 -2.198 -0.506
C 2.215 0.928 -3.260 -0.356
C 2.271 -0.460 -3.259 -0.095
C 1.936 -1.163 -4.406 -0.080
C 1.534 -0.482 -5.548 -0.092
C 1.473 0.904 -5.540 -0.075
C 1.812 1.613 -4.395 -0.072
H 4.799 1.866 -2.151 0.062
H 4.229 0.354 -1.369 0.038
H 4.350 1.831 -0.391 0.039
H 2.544 -1.003 -2.362 0.068
H 1.957 -2.246 -4.399 0.107
H 1.231 -1.035 -6.428 0.100
H 1.130 1.436 -6.419 0.105
H 1.744 2.693 -4.350 0.106

---

Record 2
14
Properties=species:S:1:pos:R:3:lowdin_charge:R:1 method="wB97M-V/def2-TZVPD" energy_ev=-9844.949 homo_ev=-9.70 de_lowest_kcal_mol=53.74 e_lumo_ev=0.54 gap_ha=0.3765
N 1.346 0.998 0.624 0.173
C 0.738 0.055 1.380 -0.557
O 0.759 0.008 2.596 0.044
C -0.014 -0.992 0.559 -0.088
C -1.083 -0.414 -0.368 -0.078
C -0.713 0.188 -1.613 -0.418
O 0.438 0.479 -1.920 -0.026
H 1.847 1.735 1.096 0.115
H 1.270 0.963 -0.392 0.065
H -0.431 -1.713 1.272 0.121
H 0.721 -1.543 -0.053 0.137
H -1.983 -1.049 -0.398 0.128
H -1.302 0.964 -0.519 0.252
H -1.592 0.321 -2.265 0.132

---

Record 3
34
Properties=species:S:1:pos:R:3:mulliken_spin:R:1 method="wB97M-V/def2-TZVPD" energy_ev=-139639.346 homo_ev="0.17 / 0.17" de_lowest_kcal_mol=8.98 e_lumo_ev="4.50 / 4.49" charge=-2 spin_multiplicity=5 gap_ha="0.1592 / 0.1589"
C -2.139 1.766 -0.365 -0.038
C -1.266 2.680 0.246 0.054
C 0.036 2.627 -0.442 0.063
H -1.523 3.432 0.967 0.012
C -0.083 1.491 -1.357 -0.012
C -1.457 1.053 -1.336 -0.051
H -1.902 0.364 -2.057 -0.002
H -3.221 1.734 -0.258 0.003
H 0.719 3.468 -0.584 -0.001
H 0.606 1.255 -2.119 0.005
Cr 0.398 1.076 0.958 3.937
Br -0.714 0.967 3.142 0.015
C -2.433 -2.806 1.387 -0.001
C -2.731 -2.639 0.014 0.000
C -3.693 -1.596 -0.103 0.001
H -2.262 -3.180 -0.798 0.000
C -4.036 -1.155 1.196 0.003
C -3.245 -1.882 2.127 0.000
H -3.209 -1.732 3.212 0.001
H -1.690 -3.473 1.814 -0.001
H -4.080 -1.174 -1.046 0.000
H -4.746 -0.357 1.449 0.000
F 5.929 0.868 -1.493 0.000
C 4.772 0.356 -1.032 0.022
C 4.089 -0.643 -1.741 0.005
F 4.622 -1.102 -2.883 0.000
C 2.890 -1.147 -1.238 0.062
F 2.245 -2.086 -1.946 0.001
C 2.359 -0.690 -0.022 -0.086
S 0.847 -1.181 0.625 -0.049
C 3.048 0.340 0.672 -0.009
F 2.712 0.687 1.974 0.028
C 4.248 0.856 0.181 0.039
F 4.908 1.824 0.858 0.000

---

Record 4
68
Properties=species:S:1:pos:R:3:lowdin_charge:R:1 method="wB97M-V/def2-TZVPD" energy_ev=-45435.302 homo_ev=-10.91 de_lowest_kcal_mol=161.45 e_lumo_ev=-5.18 charge=+1 gap_ha=0.2106
C 0.282 -2.688 0.972 -0.117
O 1.679 -2.545 0.527 -0.234
C 2.158 -1.159 0.642 -0.207
C 2.263 -0.370 -0.821 -0.204
C 1.852 1.245 -0.688 -0.320
P 2.465 2.072 -2.298 1.106
O 2.137 3.778 -2.424 -0.268
C 1.704 4.361 -1.142 -0.162
N 1.670 5.029 -0.007 0.203
H -0.504 -2.443 0.115 0.106
H 0.026 -3.801 1.311 0.117
H 0.042 -1.997 1.915 0.107
H 1.479 -0.466 1.325 0.127
H 3.240 -1.201 1.130 0.151
H 1.549 -0.950 -1.566 0.135
H 3.373 -0.458 -1.196 0.112
H 2.342 1.674 0.303 0.128
H 0.671 1.285 -0.539 0.139
H 3.885 1.821 -2.502 0.076
H 1.790 1.375 -3.397 0.064
C -3.810 -5.378 1.052 -0.107
O -3.050 -4.354 1.685 -0.217
C -3.861 -3.501 2.498 -0.195
C -3.730 -3.858 3.983 -0.195
O -4.289 -5.146 4.259 -0.192
C -3.290 -6.153 4.386 -0.108
H -3.116 -6.121 0.651 0.090
H -4.488 -5.876 1.750 0.087
H -4.384 -4.949 0.224 0.088
H -4.909 -3.533 2.177 0.127
H -3.497 -2.479 2.349 0.117
H -4.299 -3.131 4.571 0.124
H -2.683 -3.808 4.308 0.122
H -2.782 -6.046 5.351 0.089
H -2.556 -6.105 3.577 0.080
H -3.780 -7.128 4.353 0.092
C 0.383 4.928 2.763 -0.156
O -0.474 5.042 3.893 -0.191
C 0.088 4.440 5.063 -0.193
C 0.681 5.496 6.002 -0.191
O 1.824 6.127 5.417 -0.198
C 1.519 7.413 4.887 -0.109
H 0.014 5.601 1.984 0.071
H 1.413 5.202 3.000 0.078
H 0.354 3.901 2.383 0.069
H 0.838 3.686 4.794 0.121
H -0.729 3.928 5.581 0.123
H 1.023 5.001 6.917 0.124
H -0.075 6.239 6.285 0.127
H 1.407 8.131 5.708 0.091
H 0.609 7.401 4.282 0.083
H 2.352 7.730 4.255 0.089
C 0.123 0.320 -5.799 -0.123
O 1.072 -0.718 -5.582 -0.224
C 0.559 -2.005 -5.940 -0.190
C 1.088 -2.455 -7.306 -0.189
O 0.576 -1.631 -8.358 -0.191
C 1.528 -0.670 -8.804 -0.107
H 0.644 1.279 -5.738 0.075
H -0.351 0.244 -6.780 0.092
H -0.643 0.286 -5.016 0.086
H -0.537 -2.009 -5.922 0.128
H 0.908 -2.710 -5.178 0.122
H 0.738 -3.474 -7.500 0.128
H 2.185 -2.469 -7.318 0.126
H 2.291 -1.165 -9.415 0.092
H 2.006 -0.151 -7.969 0.078
H 1.008 0.067 -9.419 0.092